Density functional theory data (ωB97M-V with the def2-TZVPD basis set) for a molecular structure, C70H89N5O42S4 at a distorted geometry.

Properties
HOMO-LUMO gap ... 0.32646 Ha
E_LUMO ... -1.163 eV
E ... -7746.55026 Eh
Net charge ... 0

```
210
Properties=species:S:1:pos:R:3:mulliken_charge:R:1
C 35.173 -29.218 -45.152 0.265
C 34.499 -28.525 -46.251 -0.252
O 33.134 -28.768 -46.242 -0.257
S 33.174 -30.429 -46.071 1.016
O 33.135 -31.238 -47.326 -0.598
O 32.277 -30.714 -44.982 -0.476
O 34.644 -30.562 -45.328 -0.352
H 34.817 -28.816 -44.203 -0.085
H 36.262 -29.191 -45.187 0.280
H 34.952 -28.679 -47.230 0.381
H 34.676 -27.459 -46.111 0.087
C 44.466 -27.614 -44.158 -0.271
C 44.236 -29.036 -43.612 -0.375
O 43.509 -28.871 -42.482 -0.392
S 42.460 -27.592 -42.460 1.110
O 42.515 -26.935 -41.172 -0.403
O 41.139 -27.967 -42.920 -0.474
O 43.332 -26.928 -43.675 -0.336
H 44.470 -27.546 -45.246 0.270
H 45.347 -27.101 -43.773 0.282
H 45.159 -29.561 -43.363 0.285
H 43.745 -29.692 -44.331 0.309
C 38.263 -23.676 -33.918 0.606
C 38.438 -22.289 -34.669 0.516
O 39.656 -21.767 -34.205 -0.248
S 39.725 -21.981 -32.536 0.992
O 38.942 -21.116 -31.682 -0.557
O 41.110 -22.155 -32.101 -0.532
O 38.796 -23.372 -32.671 -0.297
H 38.887 -24.461 -34.345 -0.230
H 37.232 -23.968 -33.716 -0.065
H 37.582 -21.625 -34.550 0.254
H 38.398 -22.564 -35.723 -0.437
C 30.521 -28.327 -39.335 -0.107
C 31.873 -28.443 -38.735 0.546
O 32.811 -28.793 -39.767 -0.106
S 32.118 -29.418 -41.104 0.696
O 31.917 -30.831 -40.937 -0.596
O 32.741 -28.923 -42.340 -0.159
O 30.693 -28.589 -40.706 -0.441
H 30.081 -27.334 -39.235 0.173
H 29.790 -29.045 -38.965 0.270
H 31.864 -29.315 -38.082 0.101
H 32.261 -27.594 -38.171 -0.311
C 35.861 -29.939 -38.803 0.508
C 36.413 -30.446 -37.687 -1.368
C 37.033 -31.611 -37.757 -0.793
C 37.141 -32.297 -38.972 -0.382
C 36.484 -31.861 -40.048 0.039
C 35.781 -30.663 -39.946 -0.817
N 37.761 -33.610 -39.066 1.099
O 37.478 -34.310 -40.000 -0.610
O 38.618 -33.929 -38.231 -0.630
H 35.219 -29.092 -38.611 0.162
H 36.451 -29.848 -36.788 1.053
H 37.553 -32.104 -36.949 0.554
H 36.439 -32.298 -41.035 0.657
H 35.078 -30.325 -40.693 0.461
C 39.364 -30.740 -31.307 -0.758
C 39.655 -29.391 -31.362 -0.410
C 39.073 -28.556 -32.198 -0.789
C 38.087 -28.988 -33.043 0.882
C 37.721 -30.376 -33.110 -0.455
C 38.469 -31.201 -32.257 -0.780
N 37.300 -27.998 -33.892 1.222
O 36.546 -28.446 -34.808 -0.314
O 37.338 -26.870 -33.588 -0.447
H 39.809 -31.436 -30.611 0.434
H 40.376 -29.058 -30.631 0.401
H 39.357 -27.535 -31.989 0.472
H 36.908 -30.642 -33.770 0.190
H 38.181 -32.242 -32.265 0.411
C 33.084 -20.385 -38.477 -0.564
C 34.237 -20.478 -39.180 -0.425
C 34.865 -19.386 -39.737 -0.506
C 34.203 -18.131 -39.593 0.243
C 32.988 -18.047 -38.881 -0.389
C 32.404 -19.200 -38.457 -0.446
N 34.790 -17.016 -40.426 0.944
O 34.078 -16.028 -40.584 -0.565
O 35.965 -17.062 -40.790 -0.568
H 32.690 -21.259 -37.980 0.542
H 34.803 -21.397 -39.218 0.463
H 35.804 -19.464 -40.265 0.593
H 32.271 -17.240 -38.840 0.364
H 31.536 -18.961 -37.859 0.314
C 36.762 -26.296 -40.084 -1.217
C 35.364 -26.190 -40.098 -0.541
C 34.696 -26.003 -38.931 -0.322
C 35.326 -26.041 -37.650 -0.050
C 36.776 -26.040 -37.660 -0.559
C 37.460 -26.220 -38.895 -0.698
N 34.618 -25.826 -36.372 1.605
O 35.302 -25.791 -35.400 -0.565
O 33.405 -25.672 -36.485 -0.623
H 37.247 -26.424 -41.041 0.782
H 34.727 -26.237 -40.968 0.374
H 33.660 -25.712 -39.027 0.611
H 37.231 -26.002 -36.681 0.625
H 38.537 -26.275 -38.836 0.578
C 34.450 -25.209 -30.411 -0.592
C 33.066 -25.448 -30.398 -0.323
C 32.177 -24.472 -30.845 -0.582
C 32.769 -23.348 -31.523 0.476
C 34.152 -23.049 -31.386 -0.715
C 34.944 -23.960 -30.808 -0.441
N 31.890 -22.472 -32.267 0.927
O 30.687 -22.599 -31.997 -0.576
O 32.286 -21.738 -33.212 -0.570
H 35.092 -26.076 -30.363 0.459
H 32.756 -26.393 -29.977 0.614
H 31.145 -24.755 -30.992 0.409
H 34.421 -22.033 -31.633 0.488
H 36.010 -23.906 -30.641 0.448
O 37.776 -28.802 -43.046 -0.640
C 38.350 -29.317 -42.031 0.106
O 38.389 -28.763 -40.873 0.400
C 39.295 -29.334 -39.947 -0.052
C 39.922 -30.547 -40.645 -0.793
C 39.068 -30.654 -41.942 -0.561
H 38.856 -29.720 -39.027 0.006
H 39.986 -28.527 -39.703 0.369
H 39.845 -31.373 -39.938 0.339
H 40.929 -30.281 -40.965 0.176
H 38.399 -31.504 -41.811 0.098
H 39.521 -31.014 -42.865 0.508
O 34.669 -31.122 -33.877 -0.678
C 34.182 -29.991 -33.788 0.361
O 34.012 -29.378 -32.580 -0.450
C 33.359 -28.085 -32.551 0.198
C 32.589 -28.168 -33.884 0.037
C 33.323 -29.155 -34.767 0.511
H 34.070 -27.259 -32.528 -0.134
H 32.588 -28.048 -31.781 0.234
H 32.402 -27.294 -34.508 -0.245
H 31.599 -28.565 -33.660 0.386
H 33.969 -28.834 -35.583 -0.524
H 32.534 -29.733 -35.249 0.340
O 29.709 -27.378 -36.511 -0.582
C 29.317 -26.211 -36.269 0.449
O 28.085 -25.776 -36.385 -0.361
C 27.838 -24.454 -36.217 -0.488
C 29.181 -23.946 -35.785 -0.514
C 30.231 -24.952 -36.364 0.127
H 27.133 -24.546 -35.391 0.304
H 27.355 -23.918 -37.034 0.283
H 29.163 -24.178 -34.720 0.208
H 29.386 -22.893 -35.977 0.430
H 31.021 -25.209 -35.658 -0.180
H 30.641 -24.807 -37.363 0.308
O 40.036 -26.362 -35.602 -0.554
C 41.181 -26.663 -35.944 0.130
O 41.754 -25.817 -36.775 -0.145
C 42.959 -26.430 -37.199 -0.081
C 43.200 -27.510 -36.281 -0.704
C 41.979 -27.797 -35.458 -0.136
H 43.758 -25.695 -37.100 0.359
H 42.937 -26.826 -38.215 -0.114
H 44.045 -27.256 -35.641 0.356
H 43.176 -28.453 -36.827 0.266
H 42.188 -27.708 -34.392 0.182
H 41.354 -28.672 -35.635 0.306
O 29.251 -26.738 -43.671 -0.590
C 30.209 -26.004 -43.714 0.473
O 31.094 -25.989 -42.611 -0.225
C 32.300 -25.455 -42.997 0.231
C 32.226 -25.397 -44.552 -0.343
C 30.698 -25.164 -44.786 -0.649
H 33.143 -26.073 -42.687 -0.309
H 32.386 -24.469 -42.541 0.260
H 32.334 -26.379 -45.013 0.001
H 32.945 -24.732 -45.031 0.528
H 30.336 -25.419 -45.782 0.335
H 30.310 -24.170 -44.565 0.274
O 37.180 -26.590 -47.039 -0.666
C 37.517 -25.560 -46.332 0.499
O 36.684 -24.938 -45.533 -0.318
C 37.325 -23.928 -44.685 -0.003
C 38.488 -23.584 -45.596 -0.353
C 38.838 -24.881 -46.313 -0.358
H 37.506 -24.257 -43.662 -0.018
H 36.757 -23.005 -44.564 0.287
H 39.321 -23.139 -45.052 0.101
H 38.211 -22.835 -46.338 0.370
H 39.561 -25.603 -45.935 0.155
H 39.092 -24.691 -47.356 0.315
O 39.164 -22.575 -41.817 -0.536
C 40.298 -22.723 -42.195 0.339
O 41.048 -21.595 -42.316 -0.402
C 42.406 -21.955 -42.643 -0.505
C 42.417 -23.463 -42.772 -0.681
C 41.074 -23.994 -42.221 0.381
H 43.186 -21.733 -41.915 0.231
H 42.587 -21.336 -43.522 0.329
H 43.238 -24.038 -42.344 0.397
H 42.492 -23.785 -43.811 0.257
H 41.153 -24.292 -41.175 0.024
H 40.442 -24.651 -42.819 0.428
O 41.901 -23.086 -38.023 -0.685
C 40.732 -22.825 -38.122 0.691
O 40.232 -21.756 -37.647 -0.381
C 38.941 -21.502 -38.227 -0.885
C 38.319 -22.816 -38.642 -0.149
C 39.559 -23.685 -38.811 1.716
H 39.216 -20.771 -38.987 0.364
H 38.358 -20.967 -37.478 0.433
H 37.611 -22.846 -39.471 0.492
H 37.686 -23.308 -37.903 -0.084
H 39.819 -23.953 -39.835 -1.102
H 39.522 -24.580 -38.189 -0.607
```